{
  "formula": "C7H30NO9",
  "method": "ωB97M-V with the def2-TZVPD basis set",
  "lumo_ev": 5.0,
  "orbital_gap_ev": 1.52,
  "molar_mass_da": 272.3,
  "total_charge": -3,
  "homo_energy_ev": 3.43,
  "symbols": ["N", "H", "H", "H", "H", "O", "H", "O", "H", "O", "C", "C", "O", "H", "H", "H", "H", "C", "O", "H", "H", "H", "H", "C", "O", "H", "H", "H", "H", "C", "O", "H", "H", "H", "H", "C", "O", "H", "H", "H", "H", "C", "O", "H", "H", "H", "H"],
  "positions_angstrom": [[-25.0114, -24.5826, 20.0667], [-25.3486, -24.8694, 20.9746], [-24.3214, -25.2116, 19.6815], [-24.8599, -23.5974, 20.2294], [-25.8659, -24.5606, 19.5289], [-24.9180, -19.8761, 19.6832], [-24.0101, -19.5739, 19.8808], [-28.8602, -24.7761, 17.4984], [-29.1571, -25.1100, 16.6295], [-30.0297, -22.4067, 23.4196], [-29.0040, -22.6109, 24.3444], [-28.6288, -24.0543, 24.8966], [-28.5129, -25.1295, 23.9353], [-29.0322, -21.8987, 25.1691], [-28.1456, -22.2814, 23.7590], [-29.3986, -24.1881, 25.6566], [-27.6940, -23.9388, 25.4452], [-21.6307, -17.9967, 15.7878], [-22.8733, -18.7169, 15.7878], [-20.8801, -18.4545, 16.4321], [-21.2777, -17.9436, 14.7579], [-21.8608, -16.9826, 16.1144], [-23.2708, -18.8644, 16.6491], [-20.2890, -28.3952, 19.5783], [-21.2192, -27.6090, 18.7852], [-20.5311, -29.4388, 19.3774], [-19.3070, -28.3226, 19.1108], [-20.1362, -28.0722, 20.6081], [-21.0439, -27.8559, 17.8742], [-27.1902, -25.5272, 12.6708], [-26.6682, -26.1831, 13.7955], [-28.2747, -25.4179, 12.6610], [-26.7971, -24.5113, 12.7086], [-26.9981, -26.0885, 11.7565], [-27.1665, -25.8453, 14.5433], [-22.3178, -18.3015, 23.6573], [-23.2145, -19.3596, 23.9439], [-22.6860, -17.4740, 23.0509], [-22.1692, -17.7566, 24.5896], [-21.4774, -18.6467, 23.0551], [-23.7426, -19.5032, 23.1552], [-22.3169, -25.9807, 25.7260], [-22.9770, -26.8514, 24.8682], [-22.7898, -25.9008, 26.7048], [-21.2623, -26.2475, 25.7951], [-22.3796, -25.0032, 25.2479], [-23.9060, -26.6365, 24.7571]],
  "forces_ev_per_angstrom": [[-1.8, 0.4, 0.8], [-0.1, -0.8, 0.8], [0.5, 0.3, -0.1], [1.3, 0.9, -0.4], [-0.8, -0.4, -1.0], [0.9, 0.1, 0.0], [-0.4, -0.1, -0.1], [0.3, -0.4, -0.8], [0.1, 0.1, 0.4], [0.3, -0.7, 2.0], [-0.8, 0.3, -3.1], [-0.2, -1.6, -2.8], [-0.1, 2.0, 2.2], [-0.2, 0.2, 1.2], [1.4, -0.1, -0.1], [-0.7, -0.6, 0.4], [0.7, 0.4, 0.4], [-1.6, -0.2, 0.5], [0.7, -0.1, -1.1], [0.1, 0.0, 0.0], [0.0, -0.2, 0.0], [0.5, 0.2, 0.1], [0.2, 0.1, 0.5], [0.3, 0.0, -2.1], [0.5, 0.0, 1.2], [-0.3, -0.3, 1.1], [0.4, 0.3, 0.0], [-0.9, -0.1, -0.1], [-0.1, 0.1, -0.1], [-0.3, 0.6, 0.1], [-0.3, -0.7, -0.1], [-0.3, -0.1, 0.4], [0.1, 0.2, -0.9], [0.7, 0.2, 0.0], [0.0, 0.0, 0.6], [-0.7, 0.5, -0.2], [0.2, 0.6, -0.2], [-0.9, -0.2, -0.4], [1.0, -0.5, 0.2], [0.7, -0.1, 0.7], [-0.3, -0.3, -0.2], [-0.4, 1.3, -0.4], [0.1, -1.7, -0.4], [0.2, -0.2, 0.2], [-0.1, -0.3, 0.1], [0.3, 0.5, 0.4], [-0.1, 0.3, 0.2]]
}

---

{
  "formula": "C20H27B2F14N6O4PSn",
  "method": "ωB97M-V with the def2-TZVPD basis set",
  "lumo_ev": [-4.9, -6.2],
  "orbital_gap_ev": [7.93, 6.74],
  "molar_mass_da": 852.8,
  "s_squared": 0.79,
  "total_charge": 1,
  "spin_multiplicity": 2,
  "homo_energy_ev": [-12.85, -12.99],
  "symbols": ["Sn", "C", "C", "N", "O", "B", "F", "F", "O", "N", "C", "C", "C", "N", "O", "B", "F", "F", "O", "N", "C", "C", "C", "H", "H", "H", "H", "H", "H", "H", "H", "H", "H", "H", "H", "C", "C", "N", "C", "C", "C", "C", "N", "C", "C", "F", "C", "F", "C", "C", "F", "C", "F", "H", "H", "H", "H", "H", "H", "H", "H", "H", "H", "H", "H", "H", "H", "H", "F", "P", "F", "F", "F", "F", "F"],
  "positions_angstrom": [[-0.0777, 0.0591, 0.2472], [4.2908, 1.4282, 0.4649], [2.8477, 1.1250, 0.6383], [2.1011, 0.6283, -0.2688], [2.6696, 0.2992, -1.4539], [2.0809, 1.0508, -2.6218], [2.2056, 2.4094, -2.3652], [2.7050, 0.5818, -3.7314], [0.6162, 0.7232, -2.7762], [-0.1390, 1.1613, -1.7309], [-0.7203, 2.2933, -1.8447], [-0.6580, 3.1580, -3.0473], [-1.4348, 2.7351, -0.6083], [-1.3151, 1.9545, 0.3961], [-1.8732, 2.3626, 1.5509], [-0.8262, 2.9325, 2.4957], [-1.4586, 3.3334, 3.6122], [-0.1240, 3.9189, 1.7981], [0.1796, 1.8705, 2.8935], [0.8673, 1.3540, 1.8694], [2.1361, 1.5174, 1.8863], [2.8604, 2.1689, 3.0053], [-2.1932, 4.0091, -0.5306], [4.5872, 1.2889, -0.5683], [4.8793, 0.7710, 1.1120], [4.4967, 2.4500, 0.7828], [0.1393, 2.8418, -3.7086], [-0.5043, 4.1941, -2.7499], [-1.6132, 3.1068, -3.5787], [2.2284, 2.1952, 3.8871], [3.1319, 3.1934, 2.7418], [3.7767, 1.6155, 3.2134], [-2.2996, 4.4782, -1.5030], [-1.6845, 4.6857, 0.1582], [-3.1768, 3.8101, -0.1024], [-1.6894, -3.6638, -0.1073], [-2.4762, -2.3646, -0.0550], [-1.9043, -1.1176, -0.6960], [-3.0862, -0.2033, -0.9065], [-3.9189, 0.1082, 0.3224], [-1.4020, -1.4614, -2.0444], [-0.0078, -2.0904, -2.0523], [0.7860, -1.7355, -0.8794], [1.9953, -2.2867, -0.7264], [2.7201, -2.1062, 0.4940], [2.1468, -1.4501, 1.4949], [3.9892, -2.5839, 0.6744], [4.6058, -2.3506, 1.8274], [4.6340, -3.3030, -0.3225], [3.9620, -3.5284, -1.5102], [4.5531, -4.2080, -2.4812], [2.6864, -3.0564, -1.7217], [2.1386, -3.3005, -2.9009], [-2.1821, -4.3470, 0.5849], [-0.6632, -3.5695, 0.2302], [-1.7212, -4.1343, -1.0899], [-2.7129, -2.1133, 0.9646], [-3.4196, -2.5252, -0.5867], [-3.7131, -0.7006, -1.6534], [-2.7104, 0.7004, -1.3766], [-4.3915, -0.7816, 0.7313], [-4.7224, 0.7759, 0.0081], [-3.3612, 0.5988, 1.1158], [-1.3934, -0.5575, -2.6453], [-2.1081, -2.1523, -2.5103], [0.5017, -1.7446, -2.9512], [-0.0773, -3.1741, -2.0932], [5.6356, -3.6828, -0.1739], [-0.3054, -1.8688, 1.6936], [-0.8870, -1.3752, 3.2431], [0.5420, -0.6863, 3.4424], [-2.2912, -2.0536, 2.9025], [-1.3742, -0.0562, 2.2932], [-0.3671, -2.7156, 3.8750], [-1.4512, -0.7144, 4.5395]],
  "forces_ev_per_angstrom": [[-0.4, 0.2, 0.2], [0.0, -0.1, 0.1], [-0.1, 0.1, -0.2], [0.0, 0.1, 0.1], [0.0, -0.2, 0.0], [0.3, 0.1, 0.0], [0.0, 0.0, 0.0], [-0.1, 0.0, 0.0], [-0.3, -0.3, 0.0], [0.3, 0.0, -0.1], [0.1, 0.0, 0.2], [0.0, 0.0, 0.0], [-0.1, 0.1, 0.0], [0.0, 0.0, -0.1], [0.0, -0.1, 0.0], [0.2, 0.0, 0.0], [0.0, 0.0, 0.0], [0.0, 0.0, 0.0], [-0.3, -0.1, 0.0], [0.2, -0.1, 0.1], [-0.2, 0.1, -0.1], [0.0, 0.0, 0.0], [0.0, 0.0, 0.0], [0.0, 0.0, 0.0], [0.0, 0.0, 0.0], [0.0, 0.0, 0.0], [0.0, 0.0, 0.0], [0.0, 0.0, 0.0], [0.0, 0.0, 0.0], [0.0, 0.0, 0.0], [0.0, 0.0, 0.0], [0.0, 0.0, 0.0], [0.0, 0.0, 0.0], [0.0, 0.0, 0.0], [0.0, 0.0, 0.0], [0.0, 0.0, 0.0], [0.0, 0.0, 0.0], [0.0, 0.1, 0.1], [0.0, -0.1, 0.0], [0.0, 0.0, 0.0], [0.1, 0.1, 0.0], [0.0, 0.0, 0.1], [0.1, 0.1, -0.1], [-0.1, -0.1, 0.1], [0.0, 0.0, 0.0], [0.0, 0.0, 0.0], [0.0, 0.0, 0.0], [0.0, 0.0, 0.0], [0.0, 0.0, 0.0], [0.0, 0.0, 0.0], [0.0, 0.0, 0.0], [0.0, 0.0, 0.0], [0.0, 0.0, 0.0], [0.0, 0.0, 0.0], [0.0, 0.0, 0.0], [0.0, 0.0, 0.0], [0.0, 0.0, 0.1], [0.0, 0.0, 0.0], [0.0, 0.0, 0.0], [0.0, 0.0, 0.0], [0.0, 0.0, 0.0], [0.0, 0.0, 0.0], [0.0, 0.0, 0.0], [0.0, 0.0, 0.0], [0.0, 0.0, 0.0], [0.0, 0.0, 0.0], [0.0, 0.0, 0.0], [0.0, 0.0, 0.0], [0.2, 0.0, -0.3], [0.0, 0.0, 0.3], [-0.1, -0.1, 0.0], [0.0, 0.0, -0.1], [-0.1, 0.0, -0.1], [0.0, 0.0, 0.0], [0.0, 0.0, 0.0]]
}

---

{
  "formula": "C4H6O2",
  "method": "ωB97M-V with the def2-TZVPD basis set",
  "lumo_ev": 1.0,
  "orbital_gap_ev": 9.53,
  "molar_mass_da": 86.1,
  "smiles": "C1=COCCO1",
  "homo_energy_ev": -8.51,
  "symbols": ["C", "C", "O", "C", "C", "O", "H", "H", "H", "H", "H", "H"],
  "positions_angstrom": [[0.6953, 0.0404, -1.2692], [0.0395, -1.0563, -0.8504], [-0.8108, -1.1272, 0.2195], [-0.8638, -0.0019, 1.0804], [0.3708, 0.8412, 0.9222], [0.5972, 1.1825, -0.3875], [1.3325, 0.2119, -2.1434], [0.0299, -1.9848, -1.4683], [-1.6144, 0.7408, 0.7389], [-0.9075, -0.3919, 2.0770], [0.2659, 1.7609, 1.5383], [1.1514, 0.2803, 1.3035]],
  "forces_ev_per_angstrom": [[-0.7, 0.9, 2.3], [0.1, -0.3, -1.7], [0.4, -0.3, -0.4], [0.1, 1.4, -1.5], [-1.0, 0.7, 1.1], [0.6, -0.3, -2.6], [-0.5, -0.3, 0.5], [0.1, 0.8, 0.8], [-0.6, -1.1, 0.6], [-0.7, 0.1, 0.6], [0.1, -0.5, -0.5], [2.2, -1.1, 0.8]]
}

---

{
  "formula": "C12H17FN2O2S",
  "method": "ωB97M-V with the def2-TZVPD basis set",
  "lumo_ev": 0.7,
  "orbital_gap_ev": 9.18,
  "molar_mass_da": 272.3,
  "smiles": "O=S(=O)(Nc1ccc(F)cc1)N1CCCCCC1",
  "homo_energy_ev": -8.51,
  "symbols": ["O", "S", "O", "N", "C", "C", "C", "C", "F", "C", "C", "N", "C", "C", "C", "C", "C", "C", "H", "H", "H", "H", "H", "H", "H", "H", "H", "H", "H", "H", "H", "H", "H", "H", "H"],
  "positions_angstrom": [[0.6203, 0.1885, 2.0838], [0.8981, 0.7534, 0.8038], [1.8025, 1.8573, 0.7182], [-0.4914, 1.3552, 0.1006], [-1.7210, 0.7261, 0.0064], [-2.8116, 1.3998, -0.5444], [-4.0338, 0.7688, -0.6747], [-4.1595, -0.5406, -0.2488], [-5.3523, -1.1639, -0.3788], [-3.0953, -1.2261, 0.3081], [-1.8743, -0.5909, 0.4335], [1.2461, -0.4795, -0.2263], [1.7605, -1.7132, 0.3226], [3.2492, -1.6888, 0.6666], [4.1418, -1.2624, -0.4991], [4.0232, 0.2321, -0.8063], [2.9136, 0.6096, -1.7910], [1.5864, -0.1374, -1.5857], [-0.4515, 2.3349, -0.1228], [-2.6976, 2.4230, -0.8699], [-4.8829, 1.2804, -1.0994], [-3.2285, -2.2434, 0.6398], [-1.0373, -1.0964, 0.8811], [1.1893, -1.9075, 1.2320], [1.5504, -2.5061, -0.4029], [3.5313, -2.6907, 0.9987], [3.3999, -1.0010, 1.5012], [5.1764, -1.4799, -0.2246], [3.9086, -1.8537, -1.3872], [3.8504, 0.7704, 0.1265], [4.9666, 0.5929, -1.2219], [2.7413, 1.6812, -1.6884], [3.2427, 0.4157, -2.8147], [0.7660, 0.4750, -1.9716], [1.5941, -1.0748, -2.1483]],
  "forces_ev_per_angstrom": [[0.0, -0.3, 0.0], [-0.9, 0.3, -0.6], [0.1, 0.0, -0.2], [1.1, 0.3, 0.3], [-0.6, -0.7, 0.0], [0.3, -0.1, 0.1], [-0.1, -0.3, 0.1], [0.1, 0.0, 0.0], [0.1, 0.0, 0.0], [-0.3, 0.1, -0.1], [-0.1, 0.2, -0.1], [-0.2, 0.7, 0.8], [0.3, -0.4, 0.6], [-0.2, -0.1, -0.3], [0.1, 0.2, 0.3], [0.0, -0.1, -0.2], [0.0, 0.0, 0.1], [0.1, 0.4, -0.6], [0.2, 0.1, 0.1], [0.0, 0.1, -0.1], [-0.1, 0.0, 0.0], [0.0, -0.1, 0.0], [0.0, -0.2, 0.1], [0.0, -0.2, -0.1], [0.0, 0.1, 0.0], [0.0, 0.0, 0.1], [0.1, 0.0, 0.1], [0.0, -0.1, -0.1], [0.1, -0.1, -0.1], [0.1, 0.0, 0.0], [0.0, 0.1, 0.1], [0.0, 0.0, -0.1], [0.0, 0.0, 0.0], [0.1, -0.1, -0.2], [-0.1, 0.0, 0.1]]
}

---

{
  "formula": "C15H43AsCl4F6O16P3",
  "method": "ωB97M-V with the def2-TZVPD basis set",
  "lumo_ev": 2.1,
  "orbital_gap_ev": 9.84,
  "molar_mass_da": 903.1,
  "total_charge": -1,
  "homo_energy_ev": -7.74,
  "symbols": ["As", "F", "F", "F", "F", "F", "F", "C", "O", "P", "O", "O", "C", "O", "C", "H", "H", "H", "H", "H", "H", "H", "H", "H", "C", "O", "P", "O", "O", "C", "O", "C", "H", "H", "H", "H", "H", "H", "H", "H", "H", "C", "O", "P", "O", "O", "C", "O", "C", "H", "H", "H", "H", "H", "H", "H", "H", "H", "C", "C", "O", "O", "H", "H", "H", "H", "H", "H", "C", "C", "O", "O", "H", "H", "H", "H", "H", "H", "C", "Cl", "Cl", "H", "H", "C", "Cl", "Cl", "H", "H"],
  "positions_angstrom": [[-0.0939, 0.6782, 1.1755], [0.1386, 2.1439, 0.2233], [-0.5817, -0.0966, -0.3499], [-0.2640, -0.7663, 2.0973], [0.4059, 1.5822, 2.6293], [-1.7613, 1.1096, 1.4476], [1.6087, 0.2891, 0.7946], [2.9514, -1.2567, -2.2510], [2.8755, -0.2597, -3.2719], [3.8223, 1.0549, -3.3248], [4.7180, 1.3171, -2.1802], [4.5996, 0.8299, -4.7207], [5.6515, 1.7074, -5.0401], [2.8011, 2.2030, -3.7380], [1.7997, 2.6306, -2.8031], [2.0870, -1.1982, -1.5927], [3.9222, -1.2281, -1.7599], [2.8734, -2.1709, -2.8443], [5.9565, 1.6222, -6.0902], [6.5623, 1.3509, -4.5508], [5.4056, 2.7649, -4.9417], [1.8593, 2.2014, -1.8069], [0.7689, 2.5735, -3.1535], [2.0021, 3.7031, -2.7697], [-3.5624, -2.6271, -7.0967], [-3.0084, -2.4882, -5.7890], [-1.4703, -2.1527, -5.5163], [-0.7187, -1.4549, -6.5511], [-1.4647, -1.4245, -4.1042], [-0.1629, -1.1879, -3.4921], [-0.7928, -3.6045, -5.1661], [-0.6400, -4.5442, -6.2149], [-2.9553, -2.1364, -7.8549], [-4.5487, -2.1750, -6.9887], [-3.7489, -3.6683, -7.3638], [-0.2057, -1.4555, -2.4431], [0.1366, -0.1701, -3.7276], [0.5487, -1.8206, -4.0242], [0.4472, -4.6395, -6.3240], [-1.0020, -4.2141, -7.1908], [-1.0440, -5.5012, -5.8839], [-4.7935, 0.8902, 2.8029], [-5.8761, 0.0315, 2.4024], [-6.2092, -1.3296, 3.1634], [-6.1099, -1.3178, 4.6328], [-5.1734, -2.3559, 2.4595], [-3.9101, -2.6018, 3.1064], [-7.5916, -1.7963, 2.5216], [-8.0392, -1.4692, 1.2184], [-3.8971, 0.6637, 2.2320], [-4.5900, 0.8762, 3.8731], [-5.1888, 1.8694, 2.5398], [-3.9874, -2.4305, 4.1755], [-3.1286, -2.0971, 2.5350], [-3.6961, -3.6516, 2.8871], [-7.3326, -0.9899, 0.5383], [-8.9408, -0.8680, 1.3100], [-8.2580, -2.3886, 0.6700], [2.7662, 4.3391, 5.1175], [2.5286, 2.8612, 5.1278], [1.1797, 2.4729, 5.1561], [2.0822, 5.0027, 6.1845], [2.3461, 4.7744, 4.1944], [3.7842, 4.7042, 5.2869], [3.0569, 2.4022, 5.9696], [3.0445, 2.4319, 4.2614], [0.8016, 2.4074, 4.2689], [1.2703, 4.4872, 6.3174], [4.6936, -0.1686, 2.6651], [5.4418, -0.3049, 3.9742], [6.4342, 0.7042, 4.0964], [3.7543, 0.9044, 2.6273], [4.1117, -1.0621, 2.4132], [5.4400, 0.0123, 1.8842], [5.9286, -1.2739, 4.0625], [4.6960, -0.1708, 4.7706], [5.9510, 1.5265, 3.9392], [3.6886, 1.2361, 1.7285], [-2.7215, 1.8968, -1.5567], [-4.5312, 1.7612, -1.7065], [-2.3383, 3.6199, -1.5616], [-2.4869, 1.3266, -0.6677], [-2.2517, 1.3841, -2.3899], [0.3811, -1.0694, 4.9185], [1.0526, -2.6839, 4.5958], [0.4973, -0.7745, 6.6765], [0.8868, -0.2503, 4.4202], [-0.6819, -1.0523, 4.7110]],
  "forces_ev_per_angstrom": [[1.4, 1.1, -1.4], [-0.2, -0.4, 0.5], [0.2, -0.1, 0.9], [-0.1, 0.1, -0.2], [-0.3, -0.7, -0.8], [0.3, -0.1, 0.2], [-1.2, 0.0, 0.4], [0.2, -0.7, -0.9], [0.7, 1.9, 0.0], [-0.2, -0.8, -0.4], [-0.8, -0.3, -0.5], [-1.1, -0.1, 0.5], [1.3, -0.1, -0.9], [0.1, -1.1, 0.0], [0.1, 1.7, 0.1], [0.3, 0.3, 0.3], [-0.2, 0.1, 0.3], [0.1, -0.3, 0.5], [-0.8, -0.4, -0.1], [-0.2, 0.7, 0.6], [0.1, -0.1, 0.7], [0.2, -0.2, 0.0], [0.2, -0.7, -0.5], [-0.2, 0.0, 0.6], [-0.7, 0.3, 0.2], [1.0, 0.1, 0.5], [0.7, -1.0, 1.2], [-0.2, 0.2, -0.9], [-0.7, -0.7, -0.4], [0.1, -0.4, -1.3], [-1.2, 1.4, 0.2], [1.4, -0.1, 0.1], [0.0, 0.1, 0.1], [0.1, 0.2, -0.5], [0.4, -0.1, 0.2], [-0.2, 0.3, 0.0], [-0.1, 0.1, 0.5], [0.2, -0.1, 0.3], [-0.2, -0.3, -0.2], [-0.4, 0.0, 0.2], [-0.2, 0.1, -0.3], [-0.4, 0.5, -0.2], [-0.7, -0.6, 0.6], [1.1, -0.5, -0.8], [-0.4, 0.1, -0.8], [-0.7, 0.4, 0.7], [-0.1, -1.0, -1.2], [0.9, 0.5, 0.7], [-0.3, -0.3, -1.1], [0.0, 0.0, 0.0], [-0.1, -0.3, 0.0], [0.5, 0.2, 0.0], [0.3, 0.2, 0.0], [0.0, 0.6, 0.6], [-0.1, -0.1, 0.5], [0.3, 0.4, 0.7], [0.0, 0.0, -0.1], [-0.3, -0.2, 0.4], [-1.0, 1.6, 0.3], [1.6, -0.9, -0.6], [-0.4, 0.4, 0.5], [-0.6, -0.5, 0.4], [0.4, -0.2, -0.1], [0.2, -0.8, -0.6], [-0.4, 0.1, 0.3], [-0.2, 0.0, -0.1], [0.3, 0.0, -0.1], [0.1, 0.3, 0.0], [-0.2, -0.4, -1.2], [-1.0, 0.8, 0.1], [-0.1, 0.2, 0.0], [0.6, 0.4, 1.0], [0.4, -0.3, 0.2], [0.0, -0.3, 0.0], [0.0, 0.0, -0.1], [0.1, -0.3, 0.1], [0.3, 0.0, 0.1], [-0.2, -0.2, -0.1], [-1.1, -0.3, -0.2], [0.5, -0.3, -0.1], [0.4, -0.4, 0.2], [0.3, 0.7, 0.3], [-0.2, 0.3, -0.2], [-0.3, 0.0, 0.9], [-0.1, 0.4, -0.4], [0.0, 0.2, 0.1], [0.3, -0.3, -0.2], [0.1, -0.2, -0.3]]
}

---

{
  "formula": "C2H3Cl2OP",
  "method": "ωB97M-V with the def2-TZVPD basis set",
  "lumo_ev": -0.3,
  "orbital_gap_ev": 10.02,
  "molar_mass_da": 144.9,
  "homo_energy_ev": -10.33,
  "symbols": ["C", "C", "O", "P", "Cl", "Cl", "H", "H", "H"],
  "positions_angstrom": [[-1.7327, -0.3900, -0.0704], [-0.7978, 0.5047, -0.1348], [1.8534, -0.1476, 1.6915], [1.4730, 0.0794, 0.3062], [1.7842, -1.5848, -0.8007], [2.5918, 1.4993, -0.5526], [-2.7567, -0.0922, -0.2566], [-1.5632, -1.4258, 0.1539], [-0.8519, 1.5570, -0.3365]],
  "forces_ev_per_angstrom": [[-0.3, -0.4, 0.0], [4.0, 0.4, 0.5], [-0.1, 0.2, 0.5], [-3.3, -0.3, -0.4], [0.0, 0.1, -0.2], [-0.2, 0.2, -0.3], [-0.1, 0.1, 0.0], [0.1, -0.3, 0.1], [-0.2, 0.2, -0.1]]
}